(1)
Below is a cluster of 2 separate species, C2H4NO3P in total at a distorted geometry, with properties calculated with ωB97M-V with the def2-TZVPD basis set.

Output
Energy relative to the best compared isomer or geometry (same formula, charge and spin) ... 36.5 kcal per mole
Electronic energy ... -19058.967 eV
Total charge ... -2
E_HOMO ... 0.0473 Ha

CARTESIAN COORDINATES (ANGSTROEM)
1 C -0.8985 -0.2042 -0.4443
2 C -0.2814 0.1660 -1.8095
3 N -2.1723 -0.3272 -0.4259
4 O 2.3603 1.0132 1.3745
5 O 0.5475 0.6562 3.0671
6 O 1.9045 -1.3636 2.1919
7 P 1.4164 0.0435 1.9549
8 H -0.7509 -0.3305 -2.7769
9 H -0.4339 1.2774 -1.9210
10 H 0.7633 -0.1978 -1.7955
11 H -2.4550 -0.7331 0.5846

Atom charges from the natural (NBO) analysis, given in e for atoms 1 to 2:
1. C -0.0757
2. C -0.7647

(2)
Below is a structure of composition C21H60N6O5P2Si2 at a distorted geometry, with properties calculated with ωB97M-V with the def2-TZVPD basis set.

Output
Energy relative to the best compared isomer or geometry (same formula, charge and spin) ... 0.0 kcal per mole
Electronic energy ... -76265.168 eV
E_HOMO ... -0.3135 Ha

CARTESIAN COORDINATES (ANGSTROEM)
1 C 1.2541 7.0970 -3.6619
2 C 0.5548 6.1331 -4.6145
3 C 1.1734 4.7332 -4.5456
4 C 0.8315 3.8410 -5.7438
5 O -0.1804 2.8744 -5.4409
6 Si 0.2198 1.4494 -4.7319
7 O 0.0460 0.2209 -5.8148
8 Si 0.8212 -1.2446 -5.6652
9 C 0.8266 -1.8923 -3.9203
10 C -0.1308 -2.4393 -6.7665
11 O 0.4190 -3.7544 -6.6796
12 C 0.9943 -4.2906 -7.8595
13 C 2.5100 -4.4836 -7.7380
14 C 3.2987 -3.3477 -8.3862
15 H 0.8085 8.0912 -3.6764
16 H 2.3086 7.1805 -3.9375
17 H 1.2275 6.6974 -2.6455
18 H 0.6138 6.4949 -5.6447
19 H -0.5085 6.0586 -4.3665
20 H 0.9089 4.2383 -3.6087
21 H 2.2622 4.8640 -4.5389
22 H 1.7311 3.3326 -6.1039
23 H 0.4322 4.4526 -6.5550
24 H -0.7223 1.2297 -3.6201
25 H 1.6130 1.5087 -4.2266
26 H 2.2265 -1.1788 -6.1452
27 H 1.8388 -1.9443 -3.5206
28 H 0.1795 -1.3613 -3.2234
29 H 0.4681 -2.9268 -3.9633
30 H -1.1522 -2.4798 -6.3625
31 H -0.2381 -2.0813 -7.7956
32 H 0.5295 -5.2709 -8.0121
33 H 0.7497 -3.6911 -8.7431
34 H 2.7472 -4.5592 -6.6749
35 H 2.7625 -5.4384 -8.2060
36 H 4.3709 -3.4588 -8.2204
37 H 3.1081 -3.3238 -9.4620
38 H 2.9794 -2.3843 -7.9835
39 O 1.4901 -1.2532 -0.9259
40 P 1.9497 -1.0235 0.4564
41 N 3.6310 -1.1937 0.4961
42 C 4.4399 -2.2294 1.1033
43 C 4.3105 -0.4417 -0.5543
44 N 1.0871 -2.1982 1.3684
45 C 1.6675 -3.0501 2.3853
46 C 0.0192 -2.8918 0.6537
47 N 1.7587 0.2444 1.4975
48 C 2.8243 0.9375 2.2050
49 C 0.4098 0.5782 1.9314
50 H 5.3680 -1.7939 1.4875
51 H 4.7052 -3.0236 0.3947
52 H 3.9551 -2.6840 1.9542
53 H 4.2672 0.6382 -0.3729
54 H 3.8763 -0.6311 -1.5389
55 H 5.3617 -0.7257 -0.5880
56 H 2.2930 -3.8497 1.9718
57 H 0.8648 -3.5247 2.9556
58 H 2.2509 -2.4689 3.1030
59 H 0.3828 -3.7259 0.0414
60 H -0.5164 -2.2097 0.0000
61 H -0.6913 -3.2820 1.3874
62 H 3.1764 0.3596 3.0650
63 H 2.4448 1.8932 2.5689
64 H 3.6724 1.1595 1.5640
65 H 0.1909 0.1396 2.9098
66 H -0.3312 0.2090 1.2232
67 H 0.2769 1.6601 1.9915
68 O -4.0098 2.0761 4.7219
69 P -4.0255 1.0923 5.8192
70 N -3.1867 1.7424 7.1348
71 C -1.9103 1.3519 7.6947
72 C -3.5978 3.1027 7.4675
73 N -3.3115 -0.3060 5.1194
74 C -2.2934 -1.1197 5.7507
75 C -3.1191 -0.2594 3.6744
76 N -5.2582 0.3290 6.6138
77 C -5.4496 0.2906 8.0557
78 C -6.1217 -0.5651 5.8551
79 H -1.9270 1.4874 8.7810
80 H -1.0775 1.9417 7.2920
81 H -1.6934 0.3067 7.5330
82 H -4.6009 3.1266 7.9078
83 H -3.6033 3.7533 6.5903
84 H -2.9096 3.5252 8.1986
85 H -1.3084 -0.6376 5.7700
86 H -2.1886 -2.0563 5.1972
87 H -2.5801 -1.3953 6.7679
88 H -2.2096 0.2817 3.3870
89 H -3.9618 0.2184 3.1834
90 H -3.0526 -1.2791 3.2852
91 H -4.7769 -0.4300 8.5308
92 H -6.4762 -0.0098 8.2697
93 H -5.3036 1.2614 8.5199
94 H -5.8167 -1.6089 5.9776
95 H -6.0895 -0.3268 4.7930
96 H -7.1588 -0.4586 6.1790

Atom charges from the Löwdin analysis, given in e for atoms 1 to 2:
1. C -0.1199
2. C -0.2723

(3)
Below is a structure of composition C38H57N6O9PSSiY at a distorted geometry, with properties calculated with ωB97M-V with the def2-TZVPD basis set.

Output
Energy relative to the best compared isomer or geometry (same formula, charge and spin) ... 16.8 kcal per mole
Electronic energy ... -96750.691 eV
Total charge ... -1
E_HOMO ... -0.1728 Ha

CARTESIAN COORDINATES (ANGSTROEM)
1 Y 0.6900 0.4212 -0.1084
2 C 4.0125 -2.8968 -2.2547
3 O 3.0230 -3.5079 -1.4417
4 C 3.2611 -3.3078 -0.0940
5 C 3.8166 -4.3139 0.6575
6 C 4.0640 -4.1359 2.0245
7 C 3.7339 -2.9277 2.5998
8 C 3.1149 -1.9083 1.8672
9 C 2.7640 -0.6807 2.5546
10 N 1.9603 0.2158 2.1201
11 N 1.8308 1.2886 3.0115
12 C 1.1890 2.2807 2.4443
13 O 0.6439 2.2845 1.2946
14 C 1.2573 3.5909 3.1760
15 C 1.7868 3.7093 4.4582
16 C 1.9409 4.9561 5.0406
17 C 1.5759 6.1036 4.3462
18 C 1.0396 5.9913 3.0721
19 C 0.8769 4.7409 2.4935
20 C 2.8830 -2.0501 0.4761
21 O 2.4006 -1.1184 -0.2635
22 H 3.7094 -3.0379 -3.2920
23 H 4.9884 -3.3692 -2.0950
24 H 4.0789 -1.8275 -2.0401
25 H 4.0564 -5.2479 0.1612
26 H 4.5076 -4.9297 2.6109
27 H 3.9451 -2.7472 3.6485
28 H 3.2229 -0.5153 3.5315
29 H 2.0951 2.8154 4.9831
30 H 2.3616 5.0373 6.0356
31 H 1.7195 7.0793 4.7942
32 H 0.7574 6.8801 2.5203
33 H 0.4653 4.6266 1.4987
34 C -0.7797 6.7638 -2.0070
35 C -1.1092 6.4439 -0.5602
36 O -1.8879 5.2638 -0.4026
37 P -1.1767 3.8168 -0.8165
38 O -1.5692 3.6573 -2.3778
39 C -2.8062 3.1487 -2.8919
40 C -2.6312 1.7033 -3.3062
41 O -2.3488 2.8765 -0.1994
42 C -2.5879 2.8568 1.2188
43 C -3.8149 2.0151 1.4765
44 H -0.1820 7.6771 -2.0562
45 H -1.6928 6.9057 -2.5874
46 H -0.2162 5.9566 -2.4741
47 H -1.7031 7.2500 -0.1242
48 H -0.1833 6.3640 0.0229
49 H -3.0637 3.7821 -3.7448
50 H -3.5928 3.2424 -2.1429
51 H -1.8001 1.6089 -4.0064
52 H -3.5433 1.3336 -3.7828
53 H -2.4093 1.0813 -2.4376
54 H -2.7345 3.8833 1.5661
55 H -1.7168 2.4382 1.7260
56 H -4.6829 2.4275 0.9577
57 H -4.0213 1.9900 2.5484
58 H -3.6432 0.9966 1.1306
59 C 0.0334 -3.7452 3.5466
60 N 0.4510 -2.6263 4.3639
61 C 1.4665 -2.6664 5.3042
62 C 1.6956 -1.3991 5.7020
63 N 0.7990 -0.5982 5.0229
64 C 0.0314 -1.3421 4.1781
65 S -1.2081 -0.7869 3.1986
66 H -0.2456 -4.5883 4.1788
67 H 0.8433 -4.0338 2.8731
68 H -0.8256 -3.4188 2.9632
69 H 1.9354 -3.5901 5.5915
70 H 2.3954 -1.0052 6.4160
71 H 0.9388 0.3858 4.8072
72 C -0.2868 -3.6074 -0.5874
73 N -0.0648 -3.5723 -2.0236
74 C -0.1972 -4.8108 -2.7611
75 C -0.3536 -4.5190 -4.2382
76 C 0.7837 -3.6146 -4.6642
77 N 0.7177 -2.3899 -3.9017
78 C 1.4629 -1.2557 -4.4039
79 C 0.3431 -2.3943 -2.5722
80 O 0.3638 -1.3596 -1.9200
81 H -0.3719 -4.6526 -0.2884
82 H -1.1834 -3.0585 -0.2970
83 H 0.5543 -3.1638 -0.0582
84 H -1.0757 -5.3429 -2.3858
85 H 0.6794 -5.4514 -2.5892
86 H -1.2994 -3.9956 -4.3983
87 H -0.3583 -5.4448 -4.8149
88 H 0.7098 -3.3642 -5.7254
89 H 1.7482 -4.1235 -4.5092
90 H 1.0214 -0.8923 -5.3359
91 H 2.5073 -1.5290 -4.5950
92 H 1.4372 -0.4556 -3.6691
93 C -3.7842 -2.8359 -2.3819
94 Si -4.0700 -1.9156 -0.7667
95 C -5.5898 -0.8375 -0.9650
96 C -4.4065 -3.1794 0.5779
97 C -2.6038 -0.9600 -0.3399
98 C -1.5375 -0.4338 -0.0456
99 H -4.7256 -3.1961 -2.8059
100 H -3.1247 -3.6941 -2.2291
101 H -3.3068 -2.1794 -3.1128
102 H -6.4781 -1.4545 -1.1255
103 H -5.4802 -0.1635 -1.8176
104 H -5.7546 -0.2214 -0.0792
105 H -5.3092 -3.7625 0.3774
106 H -4.5203 -2.6816 1.5430
107 H -3.5634 -3.8683 0.6696
108 C 3.6787 3.4848 -2.1604
109 O 2.3971 2.9476 -2.4703
110 C 1.9944 1.9886 -1.6152
111 O 0.8656 1.5157 -1.9496
112 H 4.2092 3.6355 -3.1001
113 H 4.2291 2.7979 -1.5190
114 H 3.5567 4.4428 -1.6521

Atom charges from the Löwdin analysis, given in e for atoms 1 to 2:
1. Y 1.4400
2. C -0.0697

(4)
Below is a structure of composition C58H41Cl5I2N3O4P2S3Ti at a distorted geometry, with properties calculated with ωB97M-V with the def2-TZVPD basis set.

Output
Energy relative to the best compared isomer or geometry (same formula, charge and spin) ... 9.4 kcal per mole
Electronic energy ... -226477.237 eV
Total charge ... +1
E_HOMO ... -0.3762 Ha

CARTESIAN COORDINATES (ANGSTROEM)
1 Ti -0.4229 -1.5616 0.6182
2 O -0.3631 0.0909 -0.4332
3 S 0.5286 1.3405 -0.6858
4 C -0.5433 2.7429 -0.1484
5 C -0.0472 3.9226 -0.6553
6 C -0.5753 5.0968 -0.2067
7 C -1.7130 5.0852 0.6349
8 C -2.2062 3.8706 1.0357
9 C -1.5824 2.6437 0.7839
10 P -1.8558 1.3746 2.0476
11 C -3.6583 1.6154 2.3334
12 C -4.0622 2.3966 3.4208
13 C -5.4304 2.4632 3.7192
14 C -6.3655 1.7790 2.9443
15 C -5.9815 1.1091 1.8094
16 C -4.6175 0.9939 1.5499
17 C -1.0072 2.2034 3.4087
18 C -1.1322 1.6582 4.6817
19 C -0.5892 2.2646 5.8031
20 C 0.1239 3.4407 5.6388
21 C 0.3346 3.9475 4.3684
22 C -0.1955 3.3247 3.2531
23 C 0.4911 1.5207 -2.4468
24 C -0.4047 2.2870 -3.1967
25 C -0.2553 2.2890 -4.6049
26 C 0.7561 1.5744 -5.1993
27 C 1.6803 0.8435 -4.4513
28 C 1.6032 0.8268 -3.0546
29 P 2.7724 -0.1267 -2.0457
30 C 4.1242 1.0551 -1.9829
31 C 4.3137 2.0176 -2.9270
32 C 5.3608 2.9463 -2.7369
33 C 6.0585 2.9689 -1.5467
34 C 5.7868 2.0502 -0.5302
35 C 4.8424 1.1079 -0.7714
36 C 3.2231 -1.3660 -3.2822
37 C 2.3740 -2.4240 -3.4768
38 C 2.6719 -3.4580 -4.3354
39 C 3.7792 -3.3563 -5.1379
40 C 4.5324 -2.2152 -5.1204
41 C 4.2591 -1.2341 -4.1907
42 H 0.7478 3.9452 -1.3395
43 H -0.1407 6.0445 -0.5365
44 H -2.2531 5.9711 0.8752
45 H -3.0317 3.9066 1.6998
46 H -3.3784 3.0313 3.9210
47 H -5.7394 3.1001 4.4982
48 H -7.4091 1.7310 3.2706
49 H -6.6997 0.6649 1.1855
50 H -4.2667 0.3620 0.7569
51 H -1.7355 0.7859 4.8584
52 H -0.7328 1.7866 6.7623
53 H 0.5632 3.9507 6.4948
54 H 0.9778 4.8080 4.2383
55 H 0.0259 3.7000 2.2843
56 H -1.2867 2.7358 -2.7728
57 H -0.9725 2.8315 -5.1909
58 H 0.8495 1.6731 -6.2818
59 H 2.5311 0.2883 -4.9524
60 H 3.7360 2.1257 -3.8824
61 H 5.6061 3.6526 -3.5055
62 H 6.7811 3.7799 -1.3685
63 H 6.3362 2.0858 0.3960
64 H 4.6144 0.3691 -0.0496
65 H 1.4570 -2.5562 -2.9204
66 H 1.9651 -4.3162 -4.3139
67 H 4.1371 -4.2211 -5.7049
68 H 5.4020 -2.0787 -5.7462
69 H 4.8297 -0.3326 -4.1652
70 C -4.4537 2.2636 -3.0303
71 C -3.8099 0.9360 -2.7023
72 C -4.1971 0.1761 -1.6097
73 C -3.7217 -1.0902 -1.4072
74 C -2.7411 -1.5807 -2.2417
75 C -2.1604 -0.7624 -3.1927
76 C -2.7308 0.4507 -3.4988
77 S -1.9930 -3.1979 -1.8415
78 O -2.8307 -4.0279 -1.0041
79 O -1.3898 -3.6101 -3.0637
80 N -0.6594 -2.9396 -0.5793
81 C 0.3228 -3.9440 -0.8299
82 C 0.0647 -5.2417 -1.1992
83 C 1.1487 -6.1158 -1.4928
84 C 2.4403 -5.7359 -1.1915
85 C 2.7289 -4.5245 -0.5473
86 C 3.9601 -4.1745 0.1027
87 C 3.9377 -3.0626 0.9551
88 C 2.7882 -2.2804 1.0777
89 N 1.6755 -2.5604 0.4368
90 C 1.6429 -3.6144 -0.3490
91 H -5.4325 2.4254 -2.5254
92 H -4.5635 2.4199 -4.0536
93 H -3.7267 3.0731 -2.8156
94 H -5.0011 0.5452 -1.0120
95 H -4.0843 -1.6470 -0.5752
96 H -1.2950 -1.1405 -3.6748
97 H -2.3863 1.0443 -4.3200
98 H -0.9581 -5.5992 -1.3462
99 H 1.0307 -7.0554 -1.9498
100 H 3.1946 -6.4600 -1.4825
101 H 4.8338 -4.8233 0.0736
102 H 4.8064 -2.8845 1.5920
103 H 2.7955 -1.3680 1.6906
104 Cl -0.6400 -4.5071 2.7256
105 C 0.0351 -3.0794 3.5112
106 C 0.3086 -1.9405 2.7076
107 C 0.9975 -0.9266 3.3732
108 Cl 1.6415 0.4855 2.4372
109 C 1.2020 -0.9144 4.7603
110 Cl 1.9844 0.3890 5.6062
111 C 0.8264 -2.0185 5.5333
112 Cl 1.1452 -2.0751 7.2197
113 C 0.2685 -3.1451 4.8806
114 Cl -0.0792 -4.5646 5.8507
115 I -3.6193 -2.4733 8.9603
116 I -2.5737 -1.9112 11.5100
117 O -4.6827 -2.1424 1.9456
118 S -3.2599 -2.4090 2.0274
119 N -2.3114 -1.5951 1.1646

Atom charges from the Löwdin analysis, given in e for atoms 1 to 2:
1. Ti 0.9076
2. O -0.6294

The highest electronic energy belongs to which entry?
C2H4NO3P

Which value of electronic energy does entry 3 give?
-96750.691 eV

Look up the electronic energy of the fourth one.
-226477.237 eV

Repeat the first record exactly.
Below is a cluster of 2 separate species, C2H4NO3P in total at a distorted geometry, with properties calculated with ωB97M-V with the def2-TZVPD basis set.

Output
Energy relative to the best compared isomer or geometry (same formula, charge and spin) ... 36.5 kcal per mole
Electronic energy ... -19058.967 eV
Total charge ... -2
E_HOMO ... 0.0473 Ha

CARTESIAN COORDINATES (ANGSTROEM)
1 C -0.8985 -0.2042 -0.4443
2 C -0.2814 0.1660 -1.8095
3 N -2.1723 -0.3272 -0.4259
4 O 2.3603 1.0132 1.3745
5 O 0.5475 0.6562 3.0671
6 O 1.9045 -1.3636 2.1919
7 P 1.4164 0.0435 1.9549
8 H -0.7509 -0.3305 -2.7769
9 H -0.4339 1.2774 -1.9210
10 H 0.7633 -0.1978 -1.7955
11 H -2.4550 -0.7331 0.5846

Atom charges from the natural (NBO) analysis, given in e for atoms 1 to 2:
1. C -0.0757
2. C -0.7647